Computed, not measured: a structure of composition C32H92N2O16Zr, with ωB97M-V/def2-TZVPD.

spin multiplicity	1
E	-2633.31084	Ha
HOMO	-10.21	eV
net charge	+2

Geometry (Å):
Zr -5.5440 3.0142 0.1582
C -6.2054 2.1440 -8.8131
C -5.9813 3.6549 -8.2907
C -6.1050 4.5313 -9.5850
C -7.4780 4.8684 -10.0882
C -8.2785 5.3937 -8.9429
C -8.3366 4.5219 -7.6543
N -6.9400 4.1673 -7.2037
O -6.8108 3.5468 -5.9022
C -9.1457 3.2893 -7.9357
C -9.0757 5.3708 -6.5163
C -4.5415 3.9436 -7.8354
H -6.3613 1.4754 -7.9664
H -5.3223 1.7214 -9.2921
H -7.0769 2.0717 -9.4638
H -5.6655 3.9940 -10.4253
H -5.5230 5.4521 -9.5471
H -7.8522 3.9648 -10.5693
H -7.3959 5.5445 -10.9393
H -9.2855 5.7030 -9.2226
H -7.8608 6.3513 -8.6320
H -9.0005 2.4597 -7.2438
H -8.9426 2.7699 -8.8722
H -10.1832 3.6222 -7.9652
H -10.0233 5.8211 -6.8118
H -8.4746 6.2278 -6.2122
H -9.3891 4.8444 -5.6147
H -3.8626 3.4380 -8.5220
H -4.1710 3.5379 -6.8940
H -4.1321 4.9537 -7.8212
C 0.5961 -1.1907 -2.3807
C 1.1955 -1.6609 -0.9767
C 2.7037 -1.9998 -1.3002
C 3.6033 -2.2194 -0.0514
C 3.4697 -1.0871 0.9551
C 1.9509 -0.6269 1.2746
N 1.1130 -0.5273 0.0368
O -0.1266 0.2168 0.0539
C 2.1886 0.8198 1.8592
C 1.3773 -1.5289 2.3919
C 0.3582 -2.8847 -0.4105
H -0.4337 -0.8336 -2.3876
H 0.6402 -1.9967 -3.1132
H 1.1991 -0.3435 -2.7076
H 3.1321 -1.2067 -1.9131
H 2.8105 -2.9711 -1.7832
H 4.6533 -2.3546 -0.3108
H 3.4209 -3.1934 0.4028
H 4.0959 -0.3011 0.5329
H 3.8301 -1.4787 1.9063
H 1.2675 1.2048 2.2968
H 2.5998 1.5232 1.1352
H 2.8711 0.8625 2.7081
H 1.9793 -1.4500 3.2972
H 1.3143 -2.5823 2.1191
H 0.3670 -1.2858 2.7208
H 1.0480 -3.5380 0.1239
H 0.0130 -3.4441 -1.2799
H -0.5505 -2.7245 0.1697
C 4.1422 5.0995 -4.4273
O 4.7732 4.3920 -3.3515
H 4.8980 5.2797 -5.1918
H 3.2822 4.5192 -4.7615
H 3.8210 6.0726 -4.0559
H 4.1352 4.1115 -2.6914
C 3.8047 -4.5905 10.8524
O 3.5424 -5.2647 12.1016
H 4.7754 -4.8233 10.4148
H 2.9068 -4.8535 10.2932
H 3.7039 -3.5134 10.9865
H 4.4021 -5.5614 12.4090
C -7.1009 -8.1196 0.4231
O -6.1719 -7.0845 0.7062
H -7.7791 -7.7907 -0.3643
H -6.5866 -9.0492 0.1794
H -7.6510 -8.3425 1.3374
H -5.5573 -7.4532 1.3449
C 7.8709 -4.6457 -8.5574
O 8.8004 -5.1605 -9.4684
H 7.0616 -4.1801 -9.1199
H 7.4881 -5.3365 -7.8061
H 8.3127 -3.8670 -7.9358
H 9.5461 -4.5622 -9.5556
C 11.9614 -4.2970 -3.1659
O 12.5516 -5.3041 -2.2209
H 11.1403 -3.6828 -2.7961
H 12.7355 -3.5684 -3.4068
H 11.6658 -4.7520 -4.1113
H 13.1791 -5.8119 -2.7406
C -1.8598 7.6587 -0.9057
O -2.7291 6.6431 -1.4362
H -2.3151 8.3664 -0.2130
H -1.1384 7.1841 -0.2404
H -1.1565 8.0123 -1.6597
H -3.0856 7.0706 -2.2183
C -1.8712 -8.2311 5.9931
O -3.0131 -8.2528 5.1605
H -2.2097 -8.0468 7.0127
H -1.4521 -9.2373 5.9830
H -1.1276 -7.5197 5.6341
H -3.3700 -9.1440 5.1541
C -7.2943 -2.1970 -2.6899
O -6.5261 -1.4718 -1.7137
H -7.6077 -1.6162 -3.5574
H -6.6288 -2.8635 -3.2386
H -8.1098 -2.8492 -2.3774
H -6.0675 -2.2554 -1.4019
C 4.8255 -9.2171 4.2007
O 5.2802 -9.6351 5.4545
H 3.7723 -8.9510 4.1107
H 5.3682 -8.3094 3.9365
H 5.0824 -9.9560 3.4417
H 6.1925 -9.8644 5.2628
C -5.9666 -1.2151 4.2790
O -5.3978 0.0420 3.8828
H -6.3193 -1.2008 5.3103
H -6.7933 -1.5294 3.6419
H -5.2188 -2.0054 4.3445
H -5.0403 0.3447 4.7208
C 7.2825 2.0426 10.6063
O 6.4500 2.2390 9.4325
H 7.1298 1.1426 11.2020
H 8.3545 1.9548 10.4298
H 7.1483 2.9122 11.2496
H 6.8822 2.6470 8.6786
C 9.1584 4.5258 3.5155
O 8.2811 5.0092 4.5738
H 10.1795 4.9059 3.5479
H 9.1614 3.4412 3.6232
H 8.8313 4.7122 2.4926
H 7.7335 5.6519 4.1170
C 3.8737 8.0131 9.1957
O 2.6395 8.0566 9.7616
H 3.7204 7.5388 8.2263
H 4.3838 8.9723 9.1066
H 4.5600 7.4719 9.8469
H 2.0453 7.9584 9.0141
C -1.8984 1.8167 9.3057
O -3.1925 1.5106 8.7746
H -1.6546 2.8544 9.0781
H -1.8876 1.6031 10.3746
H -1.2199 1.1236 8.8083
H -3.5609 0.6867 9.1017

Atoms 1-3, force components in eV/Å:
0.0197 -0.0677 -0.0004
-0.3956 0.4456 1.8796
1.3182 1.2311 -1.1153